Formula: C4H12
Source: the OMol25 dataset
Level of theory: wB97M-V/def2-TZVPD

XYZ file:
```
16
C4H12 wB97M-V/def2-TZVPD
C 1.204 0.684 -1.572
C 1.505 -0.808 -1.491
H 2.058 1.325 -1.806
H 0.349 0.866 -2.206
H 1.063 1.032 -0.555
H 1.952 -1.168 -2.419
H 0.609 -1.401 -1.311
H 2.210 -1.059 -0.698
C -1.578 -0.615 1.826
C -1.144 0.728 1.215
H -2.369 -1.075 1.233
H -0.796 -1.367 1.669
H -1.778 -0.555 2.890
H -0.564 0.546 0.325
H -2.036 1.292 0.948
H -0.529 1.279 1.925
```

Summary:
M, g/mol: 60.14
Strongest force on any atom, hartree/bohr: 0.0255
Total energy, eV: -4342.21028
ΔE to the lowest compared entry with this formula, charge and spin, kcal per mole: 7.33
SMILES: CC.CC
Highest occupied orbital energy, eV: -11.353
Gap between HOMO and LUMO, eV: 12.5